The following is a quantum chemistry calculation of a 2-piece molecular cluster, C4H12NO overall at a distorted geometry, from the OMol25 dataset.

Geometry as XYZ:
```
18
Properties=species:S:1:pos:R:3:nbo_charge:R:1
C -0.790 -2.010 -1.902 -0.61
C -0.190 -0.829 -1.061 -0.45
C -1.242 -0.457 -0.047 -0.15
C 0.061 1.588 0.885 0.18
N -0.626 0.507 1.029 -0.46
H -0.717 -1.747 -2.961 0.24
H -0.175 -2.890 -1.849 0.24
H -1.890 -2.115 -1.655 0.22
H 0.550 -1.125 -0.307 0.22
H 0.318 0.010 -1.611 0.23
H -2.113 0.101 -0.300 0.23
H -1.606 -1.180 0.790 0.23
H 0.970 1.504 0.246 0.23
H -0.441 2.509 1.134 0.23
H -1.235 0.307 1.803 0.42
H 3.337 1.977 1.136 0.50
H 2.978 2.186 2.738 0.50
O 2.812 1.665 1.932 -0.98
```

The charge is +1. The relative energy (zero: lowest compared OMol25 entry of this formula, charge and spin) is 84.7 kcal per mole. As for the spin multiplicity: 1.